Below is a cluster of 18 separate species, C34H72ClN15O32 in total, with properties calculated with wB97M-V/def2-TZVPD.

- Orbital gap: 7.77 eV
- Lowest unoccupied orbital energy: -0.0313 Eh
- E_HOMO: -0.3168 hartree
- F_max: 4.5 eV/Å
- E_tot: -5026.23399 hartree

Geometry as XYZ:
```
154
Properties=species:S:1:pos:R:3:forces:R:3:lowdin_charge:R:1
C 1.9893 2.5080 -1.8833 0.647 0.575 -0.507 -0.08
C 1.7230 1.1196 -1.4091 -0.070 -1.826 -0.237 -0.25
C 0.3361 0.8436 -0.9323 -1.362 -0.311 1.883 -0.10
N 0.1404 -0.5255 -0.2028 1.400 0.292 -0.687 -0.16
C 0.9984 -0.5067 1.1007 -0.420 -0.992 -0.032 0.03
C 0.5441 -1.6877 -1.1827 -1.888 -0.530 0.997 -0.03
C -0.4683 -2.8584 -0.8188 1.046 -0.204 -0.361 -0.12
C -1.4948 -2.3037 0.1700 0.376 -0.588 0.403 -0.15
C -1.3568 -0.8019 0.0600 0.357 -0.194 0.088 -0.08
H 1.5295 2.8718 -2.8022 -0.541 -0.431 -0.003 0.06
H 3.0433 2.4790 -2.1595 0.231 0.589 0.240 0.08
H 1.7887 3.2550 -1.1153 0.213 0.019 0.074 0.06
H 2.4366 0.8588 -0.6275 -0.029 0.273 0.363 0.09
H 1.9654 0.3585 -2.1508 0.090 0.192 -0.563 0.11
H -0.4885 0.9163 -1.6414 0.310 -0.125 -0.383 0.12
H 0.0995 1.5465 -0.1334 -0.180 0.215 -0.014 0.11
H 0.6329 -1.2798 1.7765 -0.124 -0.153 -0.298 0.09
H 1.0020 0.3906 1.7196 -0.872 0.523 -0.687 0.09
H 2.0613 -0.6903 0.9433 -0.176 -0.280 -0.718 0.07
H 1.6079 -1.9235 -1.1525 -0.176 0.142 0.241 0.12
H 0.2127 -1.4032 -2.1813 0.432 0.554 0.055 0.10
H 0.0153 -3.7892 -0.5226 0.323 0.253 0.581 0.09
H -0.9484 -3.1929 -1.7384 -0.174 0.500 -0.173 0.10
H -1.3731 -2.6086 1.2094 0.534 -0.222 0.012 0.10
H -2.4711 -2.7153 -0.0863 -0.212 0.606 -0.144 0.10
H -1.6237 -0.3056 0.9931 -0.193 0.390 -0.374 0.13
H -1.9147 -0.5253 -0.8346 0.171 0.815 0.231 0.10
Cl -5.0546 2.0810 -0.6867 -0.750 0.139 -1.188 0.57
O -3.6535 1.8311 -0.6359 2.087 0.372 0.740 -0.40
O -5.4499 1.7207 -2.0191 -0.821 -0.359 -0.689 -0.38
O -5.6997 1.2557 0.2775 -0.655 -0.839 0.872 -0.37
O -5.4006 3.4496 -0.4465 0.473 0.400 0.229 -0.35
C -1.7736 4.1727 -3.2839 -0.581 0.246 0.463 0.06
N -2.1482 3.2629 -4.4050 -1.123 -0.210 0.260 -0.42
O -1.2408 2.7962 -5.0482 0.764 -0.494 -0.748 0.02
O -3.3358 3.0285 -4.6169 1.438 0.560 0.431 0.08
H -2.1034 5.1591 -3.6099 -0.221 -0.067 0.351 0.11
H -0.7120 4.2263 -3.0424 0.010 -0.449 -0.690 0.08
H -2.3077 3.7886 -2.4149 -0.317 0.330 -0.049 0.09
C -1.4791 -6.5111 -1.7895 0.594 -0.718 -0.421 0.05
N -0.5467 -6.8023 -2.9429 0.181 -0.444 1.086 -0.45
O -0.5648 -7.9078 -3.4570 -0.464 0.585 -0.043 0.06
O 0.3137 -5.9746 -3.0901 0.557 0.600 -0.782 0.06
H -2.4215 -7.0106 -2.0141 0.031 0.383 0.340 0.10
H -1.4576 -5.4461 -1.5584 -0.431 -0.248 -0.424 0.07
H -0.9122 -7.0101 -1.0035 -0.517 -0.128 0.312 0.10
C 4.4408 2.7569 1.1663 0.123 0.390 1.041 0.05
N 4.2461 3.8510 2.2016 -1.337 0.458 -1.640 -0.43
O 4.5038 3.6276 3.3611 -0.008 0.246 -0.431 0.08
O 3.7877 4.8900 1.7162 0.491 -0.489 1.199 0.03
H 5.4781 2.5097 1.3921 -0.168 -0.655 -0.736 0.09
H 4.1983 3.1582 0.1822 0.483 0.137 0.228 0.08
H 3.7325 1.9567 1.3810 0.353 -0.088 0.358 0.08
C 4.5300 -2.1292 3.5765 0.304 0.904 -0.083 0.01
N 4.0752 -2.8189 4.7821 -0.396 -0.350 1.956 -0.42
O 4.4415 -2.3732 5.8814 -0.627 -0.613 -1.520 0.05
O 3.3541 -3.8034 4.6455 0.579 0.763 0.054 0.04
H 3.6741 -1.6345 3.1174 -0.175 -0.568 -0.199 0.08
H 5.0093 -2.8903 2.9607 -0.152 0.374 -0.155 0.09
H 5.1592 -1.2977 3.8938 0.323 -0.453 -0.058 0.10
C -5.7807 -1.9151 -0.9345 0.584 0.051 -0.195 0.04
N -5.9698 -2.9169 0.2005 -1.802 0.829 0.932 -0.38
O -6.7644 -3.8355 -0.0349 1.603 0.956 0.489 0.04
O -5.5065 -2.6565 1.3322 -0.373 -0.697 -2.323 0.02
H -4.8068 -1.4351 -0.8392 0.050 -0.438 -0.038 0.08
H -6.4690 -1.0701 -0.9481 -0.428 -0.266 0.996 0.10
H -5.9615 -2.4161 -1.8855 0.457 -0.323 0.325 0.09
C 2.6401 -5.7674 1.5602 -0.748 -0.342 0.148 0.05
N 3.1011 -4.7657 0.5372 0.122 -0.554 0.757 -0.42
O 2.6304 -4.9348 -0.5633 0.394 0.632 -0.159 0.08
O 3.8251 -3.8404 0.9055 -0.546 -0.848 -0.559 0.03
H 2.3263 -6.7094 1.1104 0.554 0.207 -0.591 0.10
H 1.6778 -5.3611 1.8717 0.246 0.276 0.609 0.10
H 3.3394 -5.9749 2.3701 -0.040 0.692 -0.168 0.10
C 6.6410 -1.6554 -0.1249 -0.441 0.290 -0.641 0.06
N 5.4790 -0.8665 0.3709 -0.306 1.174 3.558 -0.39
O 5.5751 -0.1490 1.4177 0.455 -1.595 -2.587 0.01
O 4.4244 -1.0504 -0.1765 -0.103 0.220 -0.644 0.05
H 7.4490 -1.7543 0.6000 -0.439 0.111 0.013 0.11
H 6.9601 -1.1200 -1.0191 0.231 -0.069 0.060 0.10
H 6.1498 -2.5729 -0.4492 0.488 -0.169 0.181 0.10
C -4.0165 -0.5149 3.6708 0.621 0.271 -0.038 0.06
N -2.7662 -0.3031 4.4357 2.530 0.017 0.239 -0.40
O -1.6609 -0.2337 3.8237 -2.739 -0.059 1.252 0.00
O -2.8617 -0.2032 5.6539 0.239 -0.076 -0.865 0.04
H -4.6282 0.3486 3.9321 -0.027 0.026 -0.534 0.11
H -4.5189 -1.3985 4.0645 0.311 -0.087 -0.224 0.10
H -3.6492 -0.5784 2.6465 -0.862 0.000 -0.004 0.09
C -0.8924 -3.8816 6.1791 -0.269 1.559 -0.956 0.08
N -1.8507 -3.4735 5.0455 0.665 -0.828 -0.089 -0.42
O -1.3857 -3.0414 4.0045 0.037 -0.325 0.761 0.04
O -3.0318 -3.6063 5.2627 -0.532 0.012 0.140 0.05
H -0.8100 -2.9107 6.6675 0.277 -0.110 0.350 0.09
H 0.0587 -4.1012 5.6941 -0.188 -0.355 0.285 0.09
H -1.3400 -4.5923 6.8739 0.036 -0.070 -0.582 0.10
C 0.3724 0.2864 -5.4669 -0.697 -1.062 1.040 0.04
N -0.1029 -1.1530 -5.6311 -0.205 -2.263 -0.850 -0.37
O -0.2666 -1.9004 -4.6256 0.525 2.204 -2.389 0.02
O -0.3226 -1.5242 -6.8112 0.437 0.843 2.828 0.04
H 0.0925 0.4970 -4.4347 -0.332 0.493 -0.262 0.07
H -0.1783 0.8333 -6.2322 0.378 0.154 0.348 0.09
H 1.4587 0.3752 -5.4836 -0.091 -0.360 -0.609 0.10
C -4.1300 -5.7790 2.6936 -0.486 -0.164 0.921 0.05
N -3.1211 -5.5590 1.6599 2.202 -1.925 1.641 -0.45
O -1.9492 -5.9589 1.8438 -1.506 0.647 0.321 0.02
O -3.5053 -5.1184 0.6507 -0.810 1.680 -3.339 0.09
H -5.1136 -5.4122 2.4001 0.406 0.295 -0.386 0.10
H -3.7935 -5.2399 3.5792 -0.037 -0.505 0.164 0.08
H -4.2111 -6.8631 2.7724 0.274 0.106 0.564 0.11
C -3.7833 -0.3060 -4.8796 -0.858 -1.608 -0.164 0.07
N -3.2325 -0.8009 -3.5759 3.390 2.623 1.327 -0.36
O -3.4861 -1.8690 -3.0912 -0.908 -0.214 -0.534 0.07
O -2.3513 -0.0442 -3.0518 -1.911 -1.257 -1.279 -0.01
H -4.7679 0.1402 -4.7404 0.392 0.549 0.455 0.11
H -4.0209 -1.2355 -5.3971 0.290 0.017 -0.297 0.10
H -3.0608 0.2964 -5.4302 -0.182 0.063 0.561 0.09
C 1.1296 0.0384 6.1480 0.000 0.549 0.165 0.05
N 1.8867 0.0523 4.8654 -0.752 -0.708 -1.008 -0.39
O 2.8289 0.8084 4.7149 -0.722 -0.692 -0.001 0.08
O 1.4623 -0.7699 4.0272 1.196 1.225 0.916 0.01
H 1.6599 -0.6774 6.7760 -0.235 -0.013 0.042 0.10
H 0.0928 -0.2172 5.9295 0.247 -0.275 -0.068 0.08
H 1.1517 1.0323 6.5950 0.314 -0.111 -0.097 0.10
C 1.5143 4.0205 -7.4827 -0.963 0.547 0.224 0.05
N 1.7707 4.0111 -6.0145 0.934 -1.421 0.760 -0.42
O 2.4658 3.0903 -5.5336 -1.075 1.438 -0.822 0.02
O 1.2539 4.8974 -5.3764 0.304 -0.173 0.151 0.06
H 1.2590 3.0164 -7.8213 0.503 0.132 0.024 0.10
H 2.3272 4.5279 -8.0020 0.134 -0.462 0.134 0.10
H 0.6336 4.6608 -7.5341 0.059 -0.132 -0.378 0.10
C 0.7217 3.3492 3.2149 0.353 0.232 -0.426 -0.10
C -0.3104 3.1635 4.1195 0.059 -0.283 -0.440 -0.09
C -1.6375 3.1428 3.6828 0.447 -0.469 -1.399 -0.07
C -1.9123 3.3218 2.2941 1.114 1.330 1.020 -0.04
C -0.8441 3.6607 1.4174 -1.146 -1.511 0.961 -0.08
C 0.4643 3.5439 1.8651 -0.613 0.587 -0.293 -0.12
H 1.7445 3.4171 3.5550 0.121 -0.261 0.179 0.09
H 0.0079 2.9492 5.1290 -0.476 0.177 0.320 0.09
H -2.4143 2.8764 4.3842 -0.216 0.193 -0.027 0.09
H -2.9309 3.4073 1.9453 -0.092 -0.309 -0.094 0.10
H -1.0670 3.8418 0.3763 -0.009 0.102 -0.107 0.09
H 1.2273 3.6915 1.1151 0.471 0.085 0.250 0.07
C 2.8931 6.7021 -2.8568 0.043 1.746 -1.846 -0.12
C 2.9482 6.0112 -1.6936 -0.571 -0.509 0.440 -0.10
C 1.9098 6.1917 -0.7887 1.582 -2.190 1.245 -0.11
C 0.8556 6.9973 -1.0053 -1.332 1.573 0.010 -0.12
C 0.7986 7.7341 -2.1540 2.454 1.104 -2.700 -0.07
C 1.8945 7.6443 -3.1090 -2.156 -0.841 1.830 -0.06
H 3.6688 6.6057 -3.6020 0.195 -0.170 -0.042 0.10
H 3.7595 5.3075 -1.5798 -0.042 -0.064 0.527 0.10
H 1.9338 5.6277 0.1320 0.139 0.018 0.215 0.07
H 0.1206 7.2227 -0.2468 -0.132 -0.483 0.197 0.11
H 0.0876 8.5258 -2.3385 -0.415 -0.212 0.146 0.09
H 1.8425 8.2240 -4.0188 0.188 0.017 -0.021 0.09
```
Positions in Å, forces in eV/Å.